C33H52N4O6 | ωB97M-V/def2-TZVPD

Multiplicity: 1
HOMO-LUMO gap: 7.08 eV
Net charge: 0
SMILES string: C[C@H](O)COc1ccc2c(c1)C(=O)N(CCCCCCCCCCCCn1cccc1)C2=O.CNC(C)=O.CNC(C)=O

Geometry as XYZ:
```
95
Properties=species:S:1:pos:R:3:forces:R:3:mulliken_charge:R:1
C -0.183759 0.337670 5.422901 -1.3 -0.7 -1.1 -1.240
C 0.656430 -0.589376 4.454483 0.5 0.3 1.3 0.560
O 1.678258 -1.221577 5.283916 -0.2 0.8 -0.5 -0.594
C 1.442200 0.187098 3.337571 0.2 -1.2 0.0 -0.298
O 0.629606 0.977650 2.433534 -0.7 -0.7 0.4 -0.545
C -0.598018 0.408796 2.160610 -2.9 0.0 -0.1 0.243
C -1.778919 1.210102 2.549503 -0.3 -1.0 -0.6 -0.390
C -3.145475 0.756953 2.377907 1.4 -1.6 -0.6 -0.849
C -3.339338 -0.558908 1.795117 2.1 0.3 0.2 -0.209
C -2.171316 -1.344437 1.371780 -0.9 1.4 1.0 0.245
C -0.814190 -0.888445 1.546178 -1.0 0.7 0.5 0.516
C -2.753442 -2.650843 0.770038 0.3 1.7 0.3 -0.450
O -2.214739 -3.698887 0.559028 0.0 0.4 -0.1 -0.418
N -4.153396 -2.397387 0.539672 -1.0 0.3 0.3 0.135
C -4.528691 -1.751511 -0.759456 -0.8 -1.2 -1.8 -0.624
C -3.620668 -2.159387 -1.982762 -0.3 1.3 -0.2 -0.434
C -2.615559 -0.971315 -2.253444 0.0 -0.2 -0.6 -0.002
C -1.676207 -1.211129 -3.504274 -1.0 -0.3 -0.1 -0.798
C -1.135546 -2.680258 -3.648632 0.7 0.3 0.0 -0.889
C -0.070705 -3.116972 -2.552897 0.7 0.1 -0.4 -0.450
C 0.684907 -1.901841 -1.879476 0.4 -0.9 -0.1 0.516
C 1.888070 -2.358852 -0.973026 -0.2 0.6 0.0 -1.684
C 2.519552 -1.167927 -0.116966 0.6 -1.5 -0.2 1.226
C 3.691361 -0.452108 -0.900563 -0.1 0.5 0.5 -1.321
C 3.442004 1.071813 -1.233632 0.1 -0.3 0.0 -0.785
C 1.957520 1.428261 -1.591439 0.6 0.7 0.4 0.074
N 1.841848 2.861905 -1.996584 -0.3 -1.7 0.1 0.343
C 2.803837 3.846659 -1.838199 -2.4 2.3 -1.6 -0.236
C 2.190210 5.047704 -2.381195 -0.5 -2.1 0.0 -0.537
C 0.829358 4.687355 -2.862082 1.6 -1.6 1.1 -0.651
C 0.651048 3.268619 -2.578972 1.4 3.9 -0.5 -0.381
C -4.620237 -1.393073 1.496270 2.4 0.7 0.3 0.066
O -5.726089 -1.243993 1.911454 0.1 -0.1 -0.3 -0.547
H -0.057439 -0.004549 6.479516 0.1 0.5 -0.9 0.482
H -1.271109 0.158283 5.177942 1.0 0.4 0.3 0.222
H -0.014702 1.430467 5.271533 0.2 -0.9 0.3 0.244
H 0.050054 -1.450292 4.066833 0.5 1.0 0.2 0.096
H 1.982989 -0.501190 5.864024 0.1 -0.6 -0.2 0.352
H 1.991239 -0.579464 2.728103 -0.3 0.7 0.6 -0.020
H 2.189882 0.860176 3.833755 -0.8 -0.4 -0.6 0.468
H -1.610598 2.217839 2.999867 0.0 -1.0 -0.5 0.448
H -4.028102 1.360222 2.682078 0.9 -0.4 -0.2 0.407
H 0.038690 -1.528862 1.240667 -0.7 0.5 0.3 0.832
H -4.567499 -0.632479 -0.689350 0.3 -0.8 0.1 0.344
H -5.577917 -2.082203 -0.996199 1.0 0.3 0.5 0.343
H -4.300542 -2.206069 -2.881163 0.7 -0.2 0.8 0.414
H -3.126392 -3.153549 -1.863656 -0.4 0.9 0.1 0.075
H -3.236177 -0.063089 -2.498669 0.5 -0.8 0.4 0.412
H -2.048236 -0.717176 -1.323174 -0.3 -0.3 -0.7 -0.193
H -2.317509 -1.014105 -4.413645 0.6 -0.2 0.8 0.472
H -0.871032 -0.431612 -3.533564 -0.5 -0.8 0.1 0.149
H -0.636775 -2.740065 -4.655780 -0.5 0.0 0.9 0.420
H -1.966786 -3.431845 -3.675376 0.6 0.8 0.0 0.287
H 0.727284 -3.688434 -3.110018 -0.8 0.4 0.6 0.432
H -0.479320 -3.840602 -1.797464 0.2 0.8 -0.5 0.030
H -0.004362 -1.297389 -1.240153 0.5 -0.2 -0.7 0.037
H 1.113598 -1.298613 -2.729164 -0.6 -0.2 1.0 0.071
H 2.704534 -2.746188 -1.632334 -0.6 0.1 0.6 0.561
H 1.575258 -3.201573 -0.303597 0.1 0.7 -0.5 0.427
H 1.738217 -0.476172 0.278164 0.6 -0.4 -0.5 -0.922
H 2.989528 -1.680369 0.771609 -0.5 0.6 -0.7 0.447
H 4.605612 -0.504023 -0.246333 -0.8 0.1 -0.7 0.300
H 3.957993 -1.022462 -1.829244 -0.5 0.5 0.7 0.396
H 3.748794 1.690427 -0.346616 -0.4 -0.6 -0.7 0.386
H 4.143219 1.348085 -2.069407 -0.8 -0.1 0.7 0.379
H 1.306049 1.332841 -0.677095 0.6 -0.3 -1.0 0.053
H 1.559457 0.826510 -2.443667 0.3 0.3 0.8 0.119
H 3.804578 3.717450 -1.389676 -1.0 -0.2 -0.4 0.317
H 2.668149 6.042887 -2.446787 -0.6 -0.9 0.1 0.403
H 0.109226 5.379572 -3.343411 0.6 -0.7 0.5 0.376
H -0.239500 2.653098 -2.801514 1.1 0.1 0.4 0.307
C 4.798017 9.625646 0.154958 0.2 -0.3 -0.4 -0.848
N 3.898886 8.805850 -0.631565 -0.3 0.1 0.2 -0.152
C 2.541199 8.732125 -0.554929 -0.1 -0.3 -0.3 0.807
C 1.847317 9.598088 0.465736 -0.1 0.0 0.0 -1.360
O 1.923994 7.983918 -1.295977 0.0 0.3 0.1 -0.577
H 5.358448 10.274815 -0.520770 0.1 0.1 0.2 0.288
H 5.497036 8.971189 0.679573 0.1 0.2 0.1 0.281
H 4.265474 10.235825 0.879127 0.0 -0.1 -0.1 0.329
H 4.293362 8.199961 -1.335114 0.0 0.0 0.0 0.217
H 0.773702 9.430657 0.408013 0.1 -0.1 -0.1 0.282
H 2.184461 9.339147 1.470951 0.0 0.2 0.0 0.355
H 2.044735 10.651971 0.261958 0.1 0.0 0.2 0.372
C -3.710846 -7.259953 1.197310 0.1 0.5 -0.2 -0.967
N -2.528248 -6.764115 0.525296 0.3 -0.4 -0.1 -0.022
C -1.391874 -7.441247 0.215197 0.1 0.4 -0.1 0.911
C -1.312558 -8.896857 0.603856 0.1 -0.1 0.0 -1.378
O -0.473747 -6.873808 -0.360053 0.0 -0.1 0.0 -0.631
H -4.568847 -7.127974 0.534943 -0.1 -0.1 0.2 0.289
H -3.868452 -6.671416 2.103559 -0.2 -0.2 0.1 0.278
H -3.620391 -8.310052 1.462445 0.1 0.1 0.0 0.408
H -2.510918 -5.796047 0.236121 0.0 0.1 0.1 0.128
H -0.351028 -9.300154 0.292031 0.0 0.2 0.0 0.304
H -1.397373 -9.002660 1.686809 -0.1 -0.1 0.0 0.352
H -2.102613 -9.462749 0.107126 0.0 -0.1 0.2 0.365
```
Forces are in eV/Å.